Record 1
Molecular formula: C18H9Cl5HgN3S
Method: DFT, the ωB97M-V functional and the def2-TZVPD basis

Output
Max |F|   1.07 eV Å⁻¹
Spin multiplicity   2
<S²>   0.76
Net charge   0
Lowest unoccupied orbital energy (spin up / spin down)   -0.20 / -1.19 eV
HOMO (spin up / spin down)   -7.31 / -7.64 eV
Energy   -3708.12887 Ha
Frontier orbital gap (spin up / spin down)   7.104 / 6.456 eV

The geometry in XYZ format:
```
37
Properties=species:S:1:pos:R:3:forces:R:3
Hg 1.275784 2.007135 -1.387089 0.662 -0.548 0.040
N -2.554976 0.038678 1.047199 -0.011 -0.142 0.024
C -3.747388 0.225524 0.321683 -0.152 0.050 -0.020
C -4.967227 0.085807 0.963274 0.099 -0.007 0.011
C -6.156821 0.285726 0.272565 -0.018 0.016 0.075
C -6.130870 0.654512 -1.059002 0.017 -0.005 -0.069
C -4.907669 0.799561 -1.706165 0.024 -0.026 0.072
C -3.725050 0.564460 -1.029385 0.218 0.092 -0.012
S -2.176430 0.715485 -1.889317 -0.261 0.015 0.024
N -1.033169 0.441210 -0.697430 0.209 0.025 -0.131
C -1.293866 0.153774 0.510666 -0.109 0.072 -0.031
C -0.133186 -0.122009 1.414316 0.064 -0.032 0.039
C -0.271672 -0.779185 2.629985 -0.027 -0.017 0.016
C 0.865882 -1.041708 3.380499 -0.026 0.020 0.014
C 2.099690 -0.667673 2.884935 0.005 -0.001 0.036
C 2.141291 -0.023060 1.654934 -0.034 0.041 -0.013
N 1.056546 0.258286 0.949395 -0.003 0.036 -0.013
H -2.649603 -0.062295 2.040957 0.037 0.029 0.001
H -4.979068 -0.177588 2.015491 -0.047 -0.019 -0.017
H -7.098324 0.159104 0.790136 0.000 0.024 -0.014
H -7.050761 0.830896 -1.599589 0.001 -0.003 0.008
H -4.864047 1.108658 -2.743853 -0.053 -0.057 -0.010
H -1.233847 -1.116843 2.990079 0.000 0.000 -0.012
H 0.780903 -1.537003 4.338778 0.008 -0.035 -0.021
H 3.008688 -0.864301 3.436121 0.012 0.002 -0.033
H 3.083428 0.281080 1.210001 0.004 0.033 0.043
Cl 4.612349 2.920257 -0.925285 0.013 0.045 0.025
C 4.482095 1.265843 -1.431636 0.073 -0.210 -0.082
C 3.237189 0.704603 -1.604364 -0.870 0.630 0.000
C 3.122724 -0.608038 -2.009074 0.179 0.060 -0.006
Cl 1.544870 -1.287198 -2.236249 -0.003 -0.058 -0.029
C 4.257753 -1.380715 -2.245047 -0.026 -0.045 -0.009
Cl 4.119312 -3.012580 -2.775398 -0.006 -0.018 0.034
C 5.517755 -0.810542 -2.061884 0.037 -0.002 0.043
Cl 6.932548 -1.758739 -2.310898 -0.009 0.006 -0.041
C 5.638608 0.520356 -1.662862 -0.016 0.040 0.024
Cl 7.196557 1.228524 -1.476486 0.010 -0.011 0.035
```
Positions in Å, forces in eV/Å.

***

Record 2
Molecular formula: C18H9F4N5O5Ta
Method: DFT, the ωB97M-V functional and the def2-TZVPD basis

Output
Max |F|   4.36 eV Å⁻¹
Net charge   +3
Lowest unoccupied orbital energy   -12.57 eV
HOMO   -18.05 eV
Energy   -1796.59526 Ha
ΔE to the lowest compared entry with this formula, charge and spin   40.43 kcal/mol
Frontier orbital gap   5.478 eV

The geometry in XYZ format:
```
42
Properties=species:S:1:pos:R:3:forces:R:3
Ta -1.554642 2.001611 -0.345098 3.595 0.217 2.460
O 0.733647 2.567730 -0.301351 -1.227 0.192 0.141
C 1.186864 3.835338 0.289975 0.460 0.124 0.072
C 0.273153 4.181042 1.416918 0.013 0.047 0.175
N -1.123236 4.254293 0.953801 -0.770 -0.894 -0.685
C -1.407528 5.343909 -0.011196 0.187 0.087 0.438
C -1.905617 4.878985 -1.360648 -0.063 0.430 0.210
O -2.299453 5.513830 -2.244980 -0.030 -0.191 -0.211
O -1.825443 3.427037 -1.414837 -0.841 0.069 -1.429
C -2.086872 4.186927 2.070280 0.100 0.338 -0.102
C -2.433930 2.776844 2.468393 0.065 0.524 0.526
O -2.799793 2.380858 3.494025 -0.093 -0.362 -0.136
O -2.244722 1.898624 1.325538 -0.450 -0.359 -0.381
H 1.298501 2.400923 -1.072945 -0.114 -0.378 -0.051
H 1.239089 4.601388 -0.483546 -0.100 -0.078 -0.093
H 2.187537 3.689777 0.695685 0.050 -0.141 -0.138
H 0.603251 5.124748 1.861177 -0.067 0.027 0.027
H 0.337192 3.412159 2.190614 -0.031 0.013 0.034
H -0.520690 5.951109 -0.198924 0.031 0.000 0.039
H -2.159432 6.028893 0.382715 0.000 0.024 -0.015
H -3.025745 4.667562 1.785415 -0.014 -0.001 0.009
H -1.724168 4.684469 2.971464 0.060 0.085 -0.041
F -0.181319 -2.368159 -2.081872 0.013 -0.010 -0.036
C 0.376829 -3.392965 -1.435697 -0.014 0.106 0.030
C 0.683273 -4.539124 -2.104638 0.012 -0.078 -0.061
F 0.426036 -4.621516 -3.379867 -0.028 0.011 -0.027
C 1.290670 -5.645752 -1.417528 -0.021 0.037 0.033
C 1.544185 -5.461729 -0.016392 0.005 -0.043 -0.048
C 1.220041 -4.293593 0.630060 0.027 0.025 0.122
F 1.477697 -4.183203 1.915159 0.011 -0.013 -0.001
C 0.634071 -3.226957 -0.064365 -0.024 0.164 -0.096
C 0.290790 -1.976188 0.582423 -0.042 -0.047 0.166
C -0.247470 -0.891254 -0.003862 0.183 0.127 -0.084
N -0.680805 0.176149 -0.318214 -0.881 0.117 -0.858
C 0.474217 -1.697835 1.981814 0.025 -0.163 0.058
N 0.609713 -1.366960 3.074253 -0.050 0.048 -0.078
F 2.100797 -6.414629 0.667678 0.001 -0.029 0.043
C 1.619247 -6.828264 -2.071976 0.050 -0.126 -0.071
C 2.226581 -7.937909 -1.427753 0.033 0.010 0.076
N 2.737937 -8.857643 -0.956908 -0.045 0.030 -0.046
C 1.395638 -7.040293 -3.459416 -0.016 0.087 -0.034
N 1.253917 -7.240248 -4.585359 -0.001 -0.029 0.063
```
Positions in Å, forces in eV/Å.

***

Record 3
Molecular formula: C19H10Cl2InN5O2S
Method: DFT, the ωB97M-V functional and the def2-TZVPD basis

Output
Max |F|   1.86 eV Å⁻¹
Net charge   0
Lowest unoccupied orbital energy   -0.70 eV
HOMO   -7.91 eV
Energy   -2663.13013 Ha
Frontier orbital gap   7.208 eV

The geometry in XYZ format:
```
40
Properties=species:S:1:pos:R:3:forces:R:3
In 0.843390 0.232272 0.155342 -0.761 -0.285 -0.007
Cl -0.845753 -5.585777 -3.227965 0.016 0.061 0.014
C -0.627608 -3.904415 -2.849199 0.009 -0.630 0.107
C -0.346581 -3.568222 -1.526050 -0.393 -0.647 -0.171
C -0.185336 -2.254774 -1.182816 0.230 0.825 0.472
N 0.127141 -1.775768 0.114035 -0.004 0.023 0.101
C -0.291332 -2.366072 1.241972 -0.237 -0.829 -0.658
O -0.786270 -3.484825 1.342317 0.040 0.282 0.384
C -0.163668 -1.506212 2.481908 -0.009 0.539 -0.424
C -0.464161 -2.016800 3.724716 -0.218 -0.898 0.073
C -0.335400 -1.221307 4.846120 0.016 0.019 -0.053
C 0.065255 0.090557 4.683175 0.403 0.356 -0.004
C 0.338987 0.543274 3.405554 -0.075 0.569 -0.305
N 0.196619 -0.224195 2.313316 0.324 0.238 0.619
C -0.317100 -1.257348 -2.175452 0.124 0.162 -0.215
C -0.566394 -1.612232 -3.497686 0.051 0.200 0.608
C -0.721340 -2.947314 -3.835310 0.176 0.217 -0.271
Cl -0.945780 -3.344667 -5.515189 -0.072 -0.031 0.324
N -0.143632 0.063125 -1.719782 0.016 0.218 -0.356
C -0.596114 1.157242 -2.343960 -0.173 -0.345 -0.393
O -1.105308 1.270887 -3.457099 0.179 -0.076 0.470
C -0.472635 2.404166 -1.488867 -0.163 0.787 -0.550
C -0.838403 3.624214 -2.052434 0.293 0.019 0.056
C -0.699205 4.784301 -1.304272 -0.373 -0.400 -0.308
C -0.263552 4.675633 0.002838 0.557 0.027 0.008
C 0.125851 3.442487 0.483198 -0.258 0.197 0.104
N 0.006225 2.335816 -0.252761 0.279 -0.453 0.641
H -0.337088 -4.331855 -0.761479 0.143 0.008 -0.138
H -0.792933 -3.058471 3.751445 0.174 0.358 0.108
H -0.514185 -1.602478 5.838113 -0.143 -0.153 0.073
H 0.223472 0.752417 5.531319 -0.117 -0.130 -0.192
H 0.668307 1.579530 3.243396 -0.128 -0.549 0.025
H -0.643557 -0.837152 -4.231683 -0.044 0.128 -0.285
H -1.149245 3.612963 -3.085543 -0.136 0.053 -0.003
H -0.940185 5.749267 -1.732205 -0.003 -0.036 0.027
H -0.104156 5.548327 0.605609 -0.097 0.230 0.247
H 0.532139 3.358485 1.488296 -0.009 -0.178 -0.213
S 5.424517 0.259545 0.086419 0.205 0.070 0.153
C 3.906339 0.585069 0.369411 -1.682 0.125 -0.157
N 2.738665 0.830310 0.531269 1.859 -0.072 0.088
```
Positions in Å, forces in eV/Å.

***

Record 4
Molecular formula: C19H10IrN4O2S2
Method: DFT, the ωB97M-V functional and the def2-TZVPD basis

Output
Max |F|   4.74 eV Å⁻¹
Net charge   -1
Lowest unoccupied orbital energy (spin up / spin down)   1.38 / 1.52 eV
HOMO (spin up / spin down)   -4.71 / -4.60 eV
Energy   -2000.24591 Ha
ΔE to the lowest compared entry with this formula, charge and spin   55.23 kcal/mol
Frontier orbital gap (spin up / spin down)   6.083 / 6.114 eV

The geometry in XYZ format:
```
38
Properties=species:S:1:pos:R:3:forces:R:3
Ir 0.242971 0.654357 -1.916257 0.552 -1.383 2.986
C -2.296926 -2.435106 -3.531992 0.147 0.284 -0.038
C -2.791264 -3.059610 -2.398633 -0.212 -0.229 0.150
C -2.490098 -2.562077 -1.146374 0.102 0.098 0.198
C -1.638902 -1.462677 -1.000489 -0.083 -0.166 -0.751
C -1.119693 -0.840588 -2.155643 0.665 0.574 0.281
C -1.486272 -1.315469 -3.403556 -0.261 -0.379 -0.285
C -1.224891 -0.926857 0.287542 0.554 1.053 -0.373
C -1.508672 -1.546356 1.514655 0.027 0.031 0.890
C -1.006187 -1.032497 2.680649 -0.051 -0.046 -0.598
C -0.227114 0.144691 2.647457 -0.234 -0.081 -0.500
C 0.330222 0.714788 3.801984 0.312 0.435 0.240
C 1.059881 1.877803 3.727693 -0.272 -0.520 0.411
C 1.219849 2.516737 2.498087 -0.187 -0.078 -0.634
C 0.673158 1.985490 1.353868 0.253 0.332 0.027
C -0.032515 0.770228 1.382695 0.257 0.186 0.773
N -0.511553 0.214915 0.246435 -0.056 -0.777 -2.163
H -2.541284 -2.819878 -4.512808 -0.033 -0.009 -0.066
H -3.416151 -3.939353 -2.489268 -0.047 0.033 0.003
H -2.922433 -3.035082 -0.276562 -0.020 -0.108 0.073
H -1.129054 -0.818380 -4.298554 0.093 0.001 0.047
H -2.111177 -2.440374 1.536448 0.024 -0.067 -0.059
H -1.186537 -1.516616 3.630129 -0.046 -0.076 0.055
H 0.176126 0.219874 4.753334 -0.003 -0.017 0.000
H 1.497499 2.307447 4.617556 0.015 -0.017 0.063
H 1.780611 3.437577 2.439787 0.032 0.070 -0.052
H 0.784826 2.494881 0.409727 0.023 0.001 -0.155
S 2.115540 2.275599 -1.826231 -1.177 -0.360 -0.214
C 3.183093 1.341645 -0.851564 -0.609 -2.175 -0.630
C 4.120642 2.096139 -0.141796 0.999 0.634 0.652
N 4.820179 2.802264 0.441511 0.074 -0.093 0.034
C 3.130775 -0.050346 -0.767496 -0.725 1.988 -0.656
S 1.926277 -1.005482 -1.561478 -1.139 0.986 -0.263
C 4.105821 -0.788829 -0.095217 1.071 -0.574 0.747
N 4.902798 -1.442271 0.420802 -0.034 0.043 0.031
O -2.929191 2.899042 -1.385567 2.846 -0.179 -0.368
N -2.373342 2.183886 -2.213708 -4.368 -1.539 -0.992
O -1.127011 2.100486 -2.417163 1.509 2.124 1.138
```
Positions in Å, forces in eV/Å.

***

Record 5
Molecular formula: C19H10N2O3
Method: DFT, the ωB97M-V functional and the def2-TZVPD basis

Output
SMILES   N#Cc1cc2c(c3c(C#N)cc(O)cc13)OCc1cc(O)ccc1-2
Max |F|   3.17 eV Å⁻¹
Net charge   0
Lowest unoccupied orbital energy   -0.87 eV
HOMO   -8.11 eV
Energy   -1065.25906 Ha
Frontier orbital gap   7.245 eV

The geometry in XYZ format:
```
34
Properties=species:S:1:pos:R:3:forces:R:3
N 4.478861 0.659455 -2.303278 -2.927 -0.629 1.049
C 3.384494 0.455320 -1.920101 1.874 0.544 -1.017
C 2.014426 0.261880 -1.443961 1.347 -0.072 1.127
C 1.845201 0.105326 -0.068805 0.319 0.023 -1.081
C 0.581697 -0.085961 0.484019 -1.329 -0.018 -0.342
C -0.566415 -0.103720 -0.361755 1.103 -0.013 2.002
C -0.397709 0.100492 -1.755646 -0.481 0.063 0.130
C -1.498096 0.229778 -2.638771 0.306 0.208 -2.018
C -2.871287 0.211546 -2.290007 -2.028 -0.273 0.936
N -4.019038 0.194803 -2.117363 1.343 0.093 -0.200
C -1.326635 0.451130 -4.018428 -2.169 0.190 1.112
C -0.062874 0.561668 -4.547349 0.956 0.091 -0.097
O 0.138595 0.836632 -5.863692 -0.575 0.141 -0.615
C 1.040232 0.433399 -3.723813 -0.283 0.218 -0.196
C 0.910341 0.258851 -2.309561 -0.491 -0.035 -1.265
O -1.804340 -0.362837 0.187233 0.833 0.256 -0.908
C -2.055825 0.022527 1.550150 0.601 0.200 0.220
C -0.875998 -0.302989 2.472574 -1.447 -0.028 0.867
C -1.128324 -0.500182 3.855798 0.678 0.059 -0.024
C -0.071667 -0.726530 4.749027 0.598 -0.230 -0.541
O -0.262109 -0.908195 6.095686 -0.507 -0.048 -0.430
C 1.209449 -0.768852 4.223957 0.837 0.369 -1.566
C 1.447452 -0.497325 2.844959 -0.335 -0.248 1.135
C 0.407302 -0.308153 1.932612 -0.216 0.039 0.833
H 2.735370 0.095197 0.560629 -0.313 0.087 -0.203
H -2.257897 0.628388 -4.638402 1.301 -0.357 0.731
H -0.698234 1.029229 -6.354439 0.928 -0.353 0.885
H 1.985906 0.543836 -4.248269 0.172 -0.034 0.562
H -2.283550 1.110976 1.585746 0.167 -0.512 -0.087
H -2.957565 -0.523743 1.841114 0.216 0.091 -0.093
H -2.100254 -0.481676 4.329188 -0.357 0.084 -0.503
H 0.544890 -1.238367 6.520065 -0.226 0.211 -0.358
H 2.054209 -1.011103 4.873291 -0.149 0.275 -0.189
H 2.459392 -0.370806 2.497592 0.254 -0.391 0.143
```
Positions in Å, forces in eV/Å.

***

Record 6
Molecular formula: C19H12Cl3FeI2N3O3S2Te4
Method: DFT, the ωB97M-V functional and the def2-TZVPD basis

Output
Max |F|   0.64 eV Å⁻¹
Spin multiplicity   6
<S²>   8.78
Net charge   -1
Lowest unoccupied orbital energy (spin up / spin down)   1.89 / 0.99 eV
HOMO (spin up / spin down)   -3.67 / -4.04 eV
Energy   -6229.54176 Ha
ΔE to the lowest compared entry with this formula, charge and spin   27.96 kcal/mol
Frontier orbital gap (spin up / spin down)   5.565 / 5.029 eV

The geometry in XYZ format:
```
49
Properties=species:S:1:pos:R:3:forces:R:3
Fe 0.571216 -0.084051 -0.659423 -0.406 -0.366 -0.336
Te 2.761028 -2.219609 -1.749035 -0.261 0.084 -0.276
Te 4.634881 -3.739480 -0.812510 0.148 -0.074 0.168
Te 6.509681 0.001124 -0.057917 -0.029 -0.069 -0.032
Te 3.999112 0.542716 0.070729 0.167 0.235 0.205
I -4.393614 1.453396 0.418274 -0.027 0.019 -0.029
C -2.912009 0.571877 1.577592 0.034 -0.027 0.070
C -3.114530 0.379194 2.948786 -0.066 0.018 -0.008
C -2.159622 -0.202504 3.739456 0.060 -0.001 -0.067
I -2.551861 -0.434220 5.777105 -0.013 -0.005 0.047
C -0.932522 -0.634955 3.173098 -0.035 -0.002 0.017
C 0.128446 -1.237771 3.884385 -0.007 -0.003 -0.004
C 1.263906 -1.613840 3.227719 0.008 -0.024 0.008
C 1.368190 -1.392576 1.846882 -0.070 -0.090 -0.077
N 0.402880 -0.826046 1.154603 0.165 0.103 0.578
C -0.738840 -0.435700 1.791163 -0.081 0.003 -0.172
C -1.725876 0.207055 0.939627 0.063 -0.039 -0.063
O -1.474429 0.387147 -0.298929 0.076 0.036 0.217
H -4.049853 0.702158 3.386473 0.003 0.001 -0.002
H 0.031544 -1.390089 4.951289 0.001 -0.005 -0.002
H 2.094243 -2.067138 3.750662 -0.006 -0.010 -0.004
H 2.253041 -1.690226 1.297053 0.019 0.041 -0.003
C 2.262407 2.331028 -2.740042 0.075 -0.036 0.006
C 0.981287 1.681203 -3.119589 0.148 -0.091 0.013
N 0.466701 0.624426 -2.546496 -0.130 0.388 -0.004
C -0.688516 0.208533 -3.181578 -0.024 -0.191 0.050
C -1.068779 0.972737 -4.230877 0.030 -0.071 -0.008
S 0.064129 2.234761 -4.448399 -0.017 0.016 -0.064
C -1.306779 -1.005460 -2.648191 0.030 0.034 0.012
C -2.515383 -1.543151 -2.929041 0.037 -0.015 -0.010
S -2.769530 -2.919146 -1.943288 -0.015 -0.048 -0.049
C -1.229122 -2.703903 -1.214776 0.153 -0.040 0.003
N -0.584206 -1.675427 -1.678188 -0.092 0.277 0.001
C -0.701855 -3.617567 -0.160740 -0.014 0.023 0.008
H 2.198137 2.733420 -1.731872 0.018 -0.033 -0.076
H 2.499101 3.142761 -3.426084 0.006 0.006 0.003
H 3.065077 1.592719 -2.763840 0.003 -0.004 -0.037
H -1.920821 0.841158 -4.874881 -0.001 0.010 -0.003
H -3.266022 -1.184143 -3.611804 -0.005 0.004 0.004
H -0.725914 -4.653635 -0.498591 -0.017 -0.001 0.001
H -1.292139 -3.535317 0.753586 0.010 0.015 0.007
H 0.330110 -3.346237 0.050062 0.002 -0.026 -0.016
Cl 0.188301 2.808901 2.871189 -0.007 0.004 -0.004
C 0.602590 3.701271 1.396540 -0.055 0.001 -0.002
Cl -0.483756 5.087599 1.247514 0.026 -0.006 -0.008
Cl 2.285396 4.275653 1.504351 0.014 -0.008 0.009
C 0.533184 2.779628 0.118454 -0.063 -0.048 0.204
O 0.160158 3.282688 -0.921768 -0.143 0.043 0.007
O 0.951233 1.609038 0.371269 0.290 -0.029 -0.280
```
Positions in Å, forces in eV/Å.